Version P
The following is a DFT calculation (ωB97M-V/def2-TZVPD) of a single HNO2S molecule.

The geometry in XYZ format:
```
5
HNO2S (ωB97M-V/def2-TZVPD)
N -0.2789 0.3432 -0.7216
O 0.7419 1.0028 1.8013
O -0.8717 -0.7296 0.1184
S 0.6857 -0.4220 0.4007
H -0.2770 -0.1944 -1.5987
```

Summary:
HOMO-LUMO gap (alpha / beta) = 9.06 / 9.06 eV



Version Q
The following is a DFT calculation (ωB97M-V/def2-TZVPD) of a single HNO2S molecule.

The geometry in XYZ format:
```
5
HNO2S (ωB97M-V/def2-TZVPD)
N 0.3036 -1.4892 0.0419
O 2.0745 0.2476 0.4873
O -1.2789 0.5294 0.1063
S 0.7435 -0.1090 0.0703
H -1.8428 0.8212 -0.7058
```

Summary:
HOMO-LUMO gap (alpha / beta) = 7.81 / 8.82 eV
SMILES = N#S(=O)O



The least stable of them is version P.



Version P
The following is a DFT calculation (ωB97M-V/def2-TZVPD) of 2 unconnected molecules or ions with the total composition CH5PS.

The geometry in XYZ format:
```
8
CH5PS (ωB97M-V/def2-TZVPD)
C -0.8564 -0.4544 -0.0011
P -1.4043 1.0992 0.4583
S 1.9617 -0.2445 -0.7376
H 0.9067 -0.6855 -0.0819
H -0.4736 -1.3223 0.5241
H -0.8779 -0.5362 -1.0235
H -0.8173 1.1915 1.7987
H 1.5612 0.9523 -0.9371
```

Summary:
HOMO-LUMO gap = 8.90 eV
SMILES = C=P.S



Version Q
The following is a DFT calculation (ωB97M-V/def2-TZVPD) of 2 unconnected molecules or ions with the total composition CH5PS.

The geometry in XYZ format:
```
8
CH5PS (ωB97M-V/def2-TZVPD)
C -1.5489 -0.2725 -0.2134
P 1.6180 0.6904 0.3480
S 0.9270 -1.2637 -0.0122
H -1.6489 0.4137 0.7120
H -2.0668 -1.1948 -0.3286
H -1.1644 0.1917 -1.0962
H 2.7337 0.5250 1.3065
H 2.2120 0.6905 -1.0197
```

Summary:
HOMO-LUMO gap (alpha / beta) = 8.00 / 7.29 eV



The least stable of them is version Q.



Version P
The following is a DFT calculation (ωB97M-V/def2-TZVPD) of a gas-phase ion, C3H5O2 (charge +1).

The geometry in XYZ format:
```
10
C3H5O2 (ωB97M-V/def2-TZVPD)
C 2.0957 0.4784 0.0482
C -0.0021 -0.6577 -0.2201
C -1.3521 -0.2189 -0.0164
O 0.5362 -1.8306 0.1489
O 0.9231 0.5244 -0.3229
H 2.7490 1.3274 0.1607
H 2.3952 -0.5118 0.3752
H -1.2434 0.9360 -0.0684
H -1.5825 -0.6111 1.0483
H -1.9895 -0.7260 -0.7076
```

Summary:
HOMO-LUMO gap (alpha / beta) = 9.58 / 9.58 eV
total charge = +1



Version Q
The following is a DFT calculation (ωB97M-V/def2-TZVPD) of a gas-phase ion, C3H5O2 (charge +1).

The geometry in XYZ format:
```
10
C3H5O2 (ωB97M-V/def2-TZVPD)
C -1.8103 -0.7299 0.9736
C 0.3037 0.2566 0.4234
C 1.1922 0.3346 -0.6521
O 0.2811 0.7803 1.7466
O -0.9554 -0.5154 0.1142
H -2.6859 -1.3102 0.7402
H -1.5593 -0.3121 1.9491
H 0.9723 1.1211 -1.3605
H 0.9650 -0.4500 -1.2962
H 2.1579 0.6322 -0.3143
```

Summary:
HOMO-LUMO gap = 9.46 eV
total charge = +1



The least stable of them is version Q.



Version P
The following is a DFT calculation (ωB97M-V/def2-TZVPD) of a molecular structure, C7H10N2O2S.

The geometry in XYZ format:
```
22
C7H10N2O2S (ωB97M-V/def2-TZVPD)
C 1.5777 0.2692 1.8350
C 1.1785 -1.0195 2.1415
C 1.2948 0.7388 0.5840
C 0.4090 -1.6990 1.2583
C 0.5421 -0.0900 -0.2810
C -0.0137 -0.7037 -2.7049
C 0.2091 0.3597 -1.5636
N 0.0666 -1.2696 0.0389
N -2.2342 0.9064 1.2875
O 0.8177 1.5046 -2.0640
O -1.6271 0.7433 -1.1775
S -2.3825 -0.0541 -0.1392
H 2.3076 0.8441 2.4579
H 1.3551 -1.4830 3.1616
H 1.4546 1.7781 0.3218
H -0.0480 -2.5708 1.7465
H -0.6695 -1.4249 -2.2511
H 0.8502 -1.1997 -3.1394
H -0.5649 -0.0470 -3.4136
H -2.8962 1.7869 1.1413
H -2.5891 0.4594 2.1186
H 0.9624 2.1709 -1.3584
```

Summary:
HOMO-LUMO gap (alpha / beta) = 7.38 / 7.38 eV



Version Q
The following is a DFT calculation (ωB97M-V/def2-TZVPD) of a single C7H10N2O2S molecule.

The geometry in XYZ format:
```
22
C7H10N2O2S (ωB97M-V/def2-TZVPD)
C -2.1386 -1.2080 -0.3233
C 0.4212 -0.9358 -0.1317
C 0.8654 1.2411 1.2356
C -3.0360 0.6215 -1.0386
C -1.0503 -0.4777 -0.5174
C 0.9342 -1.7266 -1.2566
C 1.7710 2.3788 1.2924
N -3.2805 -0.5850 -0.6247
N 1.1795 0.2828 0.2239
O 0.3480 -1.7976 0.9627
O -0.0662 0.9967 1.9704
S -1.3340 1.0433 -1.1467
H -2.1803 -2.2111 -0.0190
H -3.8547 1.2635 -1.3929
H 0.1600 -1.3498 1.8052
H 0.1266 -2.3496 -1.6425
H 1.8536 -2.3345 -1.0094
H 1.1224 -1.0262 -2.1593
H 1.8344 2.8619 0.3839
H 1.6268 2.9040 2.3088
H 2.7403 1.9577 1.4839
H 1.9571 0.4506 -0.4047
```

Summary:
HOMO-LUMO gap = 9.50 eV
SMILES = CC(=O)N[C@@](C)(O)c1cncs1



The least stable of them is version P.